Density functional theory data (ωB97M-V/def2-TZVPD) for the molecule C16H19N3O6 in a non-equilibrium geometry.

Cartesian coordinates (Å):
C1 -3.209 -2.666 -0.726
C2 -4.384 -1.743 -0.449
O1 -3.953 -0.405 -0.588
C3 -4.989 0.540 -0.434
C4 -4.423 1.948 -0.604
C5 -3.503 2.349 0.549
N1 -2.312 1.534 0.580
C6 -1.079 2.066 0.517
O2 -0.847 3.258 0.519
C7 0.043 1.055 0.477
C8 -0.302 -0.282 0.720
N2 -0.639 -1.360 0.946
C9 1.287 1.530 0.247
C10 2.547 0.835 0.156
C11 2.666 -0.564 0.268
C12 3.887 -1.197 0.185
O3 4.083 -2.527 0.285
C13 2.966 -3.361 0.497
C14 5.075 -0.437 -0.023
O4 6.220 -1.098 -0.094
C15 4.944 0.958 -0.139
N3 6.084 1.788 -0.351
O5 5.923 2.981 -0.451
O6 7.186 1.247 -0.424
C16 3.697 1.580 -0.051
H1 -3.517 -3.700 -0.601
H2 -2.856 -2.519 -1.743
H3 -2.394 -2.448 -0.041
H4 -5.205 -1.940 -1.156
H5 -4.769 -1.903 0.570
H6 -5.771 0.358 -1.188
H7 -5.451 0.433 0.562
H8 -5.253 2.653 -0.658
H9 -3.867 1.990 -1.541
H10 -3.182 3.388 0.443
H11 -4.037 2.241 1.501
H12 -2.464 0.543 0.430
H13 1.335 2.606 0.117
H14 1.775 -1.146 0.422
H15 2.253 -3.295 -0.331
H16 2.456 -3.118 1.434
H17 3.366 -4.371 0.552
H18 6.956 -0.454 -0.238
H19 3.655 2.655 -0.144

## Properties
**Max |F|**: 1.45 eV/Å
**Kohn-Sham gap**: 7.8 eV
**Structure (SMILES)**: CCOCCCNC(=O)/C(C#N)=C/c1cc(OC)c(O)c([N+](=O)[O-])c1
**LUMO**: -0.9 eV
**HOMO energy**: -8.71 eV